# 1
{"formula": "C8H24F2FeO4S4", "method": "ωB97M-V with the def2-TZVPD basis set", "spin_multiplicity": 5, "s2": 6.01, "e_homo_ev": [-6.65, -5.39], "de_lowest_ev": 2.813, "gap_ha": [0.2406, 0.1941], "energy_ha": -3676.19922, "species": ["Fe", "F", "F", "C", "S", "O", "C", "H", "H", "H", "H", "H", "H", "C", "S", "O", "C", "H", "H", "H", "H", "H", "H", "C", "S", "O", "C", "H", "H", "H", "H", "H", "H", "C", "S", "O", "C", "H", "H", "H", "H", "H", "H"], "coordinates": [[0.609, 1.029, 1.179], [2.525, 0.794, 1.900], [0.295, 2.258, 2.856], [-0.568, 2.443, -2.316], [0.656, 3.332, -1.255], [1.099, 2.393, -0.153], [1.939, 3.423, -2.593], [-0.070, 1.493, -2.506], [-0.778, 2.875, -3.294], [-1.492, 2.352, -1.745], [1.502, 3.333, -3.587], [2.706, 2.650, -2.656], [2.511, 4.336, -2.430], [1.819, -2.076, 3.722], [0.555, -2.045, 2.445], [0.080, -0.584, 2.318], [-0.830, -2.782, 3.490], [2.704, -1.775, 3.161], [1.890, -3.127, 4.002], [1.506, -1.442, 4.552], [-0.567, -3.835, 3.590], [-1.723, -2.548, 2.911], [-0.844, -2.257, 4.445], [-4.107, 1.154, 0.457], [-2.506, 0.548, -0.236], [-1.369, 1.167, 0.573], [-2.698, -1.185, 0.116], [-4.187, 2.236, 0.352], [-4.244, 0.986, 1.525], [-5.005, 0.766, -0.023], [-2.928, -1.290, 1.176], [-1.737, -1.689, 0.016], [-3.336, -1.695, -0.606], [2.972, -1.323, -1.604], [1.139, -1.447, -1.261], [0.715, -0.256, -0.409], [0.554, -1.167, -2.968], [3.610, -1.536, -0.746], [3.094, -0.304, -1.972], [3.241, -1.991, -2.423], [0.762, -1.965, -3.682], [1.027, -0.254, -3.330], [-0.521, -0.993, -2.990]]}

=====

# 2
{"formula": "C8H24MnNO7", "method": "ωB97M-V with the def2-TZVPD basis set", "spin_multiplicity": 6, "s2": 8.76, "e_homo_ev": [-11.75, -11.75], "gap_ha": [0.0882, 0.0933], "energy_ha": -2051.02103, "charge": 1, "species": ["Mn", "N", "O", "O", "O", "C", "C", "O", "H", "H", "H", "H", "H", "H", "C", "C", "O", "H", "H", "H", "H", "H", "H", "C", "C", "O", "H", "H", "H", "H", "H", "H", "C", "C", "O", "H", "H", "H", "H", "H", "H"], "coordinates": [[2.522, 2.323, -3.068], [0.391, 1.090, -0.973], [-0.144, -0.039, -0.810], [0.272, 1.925, -0.075], [0.948, 1.371, -2.028], [-3.582, -2.900, -1.597], [-2.747, -1.666, -1.669], [-1.490, -2.068, -2.171], [-3.216, -3.593, -0.839], [-3.584, -3.476, -2.522], [-4.614, -2.642, -1.361], [-2.595, -1.105, -0.747], [-3.209, -1.067, -2.454], [-0.890, -1.332, -2.036], [0.176, 5.355, 2.256], [-0.115, 5.543, 0.784], [0.565, 4.669, -0.117], [-0.340, 6.176, 2.754], [1.229, 5.370, 2.536], [-0.270, 4.460, 2.690], [-0.100, 6.606, 0.543], [-1.167, 5.274, 0.685], [0.464, 3.797, 0.273], [1.574, -3.384, -1.527], [3.067, -3.622, -1.507], [3.208, -4.882, -2.155], [1.186, -3.183, -2.526], [1.383, -2.482, -0.945], [0.911, -4.095, -1.035], [3.222, -3.662, -0.428], [3.753, -2.904, -1.956], [3.310, -4.779, -3.104], [0.264, 0.562, 3.459], [-0.312, -0.576, 2.701], [0.477, -1.071, 1.649], [-0.475, 1.101, 4.051], [0.710, 1.319, 2.814], [1.044, 0.241, 4.149], [-1.189, -0.324, 2.105], [-0.604, -1.398, 3.355], [-0.031, -0.929, 0.846]]}

=====

# 3
{"formula": "C8H24O4", "method": "ωB97M-V with the def2-TZVPD basis set", "e_homo_ev": -8.13, "de_lowest_ev": 8.093, "gap_ha": 0.3091, "energy_ha": -619.83671, "species": ["C", "C", "O", "H", "H", "H", "H", "H", "H", "C", "C", "O", "H", "H", "H", "H", "H", "H", "C", "C", "O", "H", "H", "H", "H", "H", "H", "C", "C", "O", "H", "H", "H", "H", "H", "H"], "coordinates": [[-23.999, -5.214, 6.935], [-23.800, -6.493, 7.549], [-22.397, -6.782, 7.469], [-25.022, -4.996, 6.629], [-23.541, -5.259, 5.947], [-23.539, -4.356, 7.425], [-24.242, -7.333, 7.014], [-24.259, -6.503, 8.537], [-22.128, -6.496, 8.346], [-18.486, -8.342, 10.936], [-19.405, -7.742, 12.081], [-20.003, -8.806, 12.772], [-17.633, -8.884, 11.344], [-18.272, -7.618, 10.150], [-18.951, -9.065, 10.267], [-20.073, -7.000, 11.643], [-18.796, -7.100, 12.718], [-19.277, -9.307, 13.151], [-25.226, -2.958, 9.012], [-23.925, -3.375, 9.734], [-23.948, -4.779, 10.015], [-25.120, -1.902, 8.764], [-26.192, -3.127, 9.488], [-25.259, -3.305, 7.979], [-23.797, -2.695, 10.576], [-23.087, -3.118, 9.086], [-24.537, -5.064, 10.718], [-21.458, -5.645, 11.111], [-22.041, -6.307, 9.815], [-22.412, -5.362, 8.922], [-22.016, -4.800, 11.514], [-20.476, -5.249, 10.856], [-21.446, -6.394, 11.903], [-22.955, -6.825, 10.108], [-21.416, -7.123, 9.453], [-23.187, -4.872, 9.207]]}

=====

# 4
{"formula": "C8H24O8", "method": "ωB97M-V with the def2-TZVPD basis set", "smiles": "OCCO.OCCO.OCCO.OCCO", "e_homo_ev": -9.96, "de_lowest_ev": 0.681, "gap_ha": 0.3795, "energy_ha": -921.04185, "species": ["O", "C", "C", "O", "H", "H", "H", "H", "H", "H", "O", "C", "C", "O", "H", "H", "H", "H", "H", "H", "O", "C", "C", "O", "H", "H", "H", "H", "H", "H", "O", "C", "C", "O", "H", "H", "H", "H", "H", "H"], "coordinates": [[2.446, 2.851, 1.130], [1.270, 3.467, 1.600], [1.406, 4.947, 1.382], [0.311, 5.592, 2.022], [2.523, 1.944, 1.447], [0.384, 3.109, 1.051], [1.078, 3.278, 2.662], [1.417, 5.169, 0.308], [2.378, 5.283, 1.761], [0.610, 6.425, 2.392], [2.634, -0.057, 0.706], [1.256, -0.415, 0.829], [0.979, -0.957, 2.207], [1.759, -2.117, 2.435], [3.163, -0.845, 0.864], [0.692, 0.494, 0.623], [1.003, -1.181, 0.094], [-0.086, -1.214, 2.309], [1.118, -0.157, 2.939], [1.264, -2.820, 1.997], [-0.160, -0.567, -2.145], [-0.238, 0.317, -3.241], [-0.822, 1.607, -2.750], [-2.186, 1.468, -2.406], [0.023, -1.467, -2.430], [0.752, 0.497, -3.687], [-0.866, -0.071, -4.055], [-0.695, 2.368, -3.524], [-0.234, 1.953, -1.890], [-2.252, 1.407, -1.451], [-3.262, -4.683, -1.502], [-2.675, -4.345, -0.259], [-1.252, -3.906, -0.455], [-0.660, -3.419, 0.752], [-3.848, -3.977, -1.779], [-3.271, -3.592, 0.275], [-2.708, -5.231, 0.391], [-1.234, -3.119, -1.216], [-0.661, -4.758, -0.788], [-1.354, -3.279, 1.402]]}

=====

# 5
{"formula": "C8H25Al2BBr2CaClF7MgNO10P2", "method": "ωB97M-V with the def2-TZVPD basis set", "e_homo_ev": -9.31, "gap_ha": 0.0954, "energy_ha": -9504.16445, "charge": 1, "species": ["C", "B", "O", "C", "O", "P", "O", "C", "C", "O", "C", "F", "F", "F", "H", "H", "H", "H", "H", "H", "H", "H", "H", "H", "H", "H", "Mg", "O", "H", "H", "O", "P", "O", "O", "O", "Ca", "Cl", "N", "H", "H", "H", "H", "Al", "F", "Al", "F", "F", "F", "Br", "C", "C", "Br", "H", "H", "H", "H", "C", "O", "H", "H", "H"], "coordinates": [[0.236, 2.369, -1.003], [-0.019, 2.035, -2.568], [-0.784, 2.906, -3.253], [0.611, 0.779, -3.335], [0.865, -0.330, -2.454], [2.417, -1.073, -2.722], [2.939, 0.194, -3.722], [1.869, 0.994, -4.256], [2.406, 2.428, -4.431], [2.947, 2.930, -3.191], [2.733, 4.211, -2.981], [1.483, 4.573, -2.956], [3.464, 5.006, -3.751], [3.224, 4.418, -1.622], [0.641, 3.397, -0.853], [-0.750, 2.337, -0.482], [1.001, 1.684, -0.563], [-0.986, 3.668, -2.668], [-0.175, 0.497, -4.078], [2.016, -2.203, -1.889], [2.837, -0.401, -1.516], [3.693, -1.712, -2.770], [1.845, -2.016, -3.884], [1.710, 0.513, -5.245], [1.593, 3.032, -4.879], [3.206, 2.383, -5.199], [0.417, 0.164, 0.589], [-0.744, 0.245, 4.309], [-1.439, 0.151, 4.970], [0.072, 0.231, 4.820], [-0.385, -3.427, 3.262], [-1.766, -3.196, 2.678], [-2.383, -4.546, 2.218], [-1.623, -2.272, 1.402], [-2.667, -2.517, 3.689], [-1.308, -3.479, -0.013], [2.459, -2.245, -5.273], [-5.292, -5.558, 2.654], [-5.227, -6.246, 1.905], [-6.085, -4.939, 2.482], [-5.421, -6.037, 3.548], [-4.416, -5.000, 2.684], [4.455, 5.254, -0.523], [-3.691, 7.337, -1.999], [-3.622, 5.701, -2.529], [-5.199, 5.005, -2.507], [-2.558, 4.778, -1.475], [-2.979, 5.637, -4.135], [1.888, -6.532, 4.287], [1.129, -6.367, 6.075], [-0.323, -6.763, 6.094], [-1.446, -5.362, 5.339], [1.296, -5.343, 6.396], [1.718, -7.041, 6.696], [-0.672, -6.889, 7.118], [-0.525, -7.671, 5.532], [1.054, 4.841, 1.230], [0.721, 4.166, 2.304], [1.501, 5.852, 1.384], [1.807, 4.365, 0.547], [0.231, 5.083, 0.511]]}

=====

# 6
{"formula": "C8H25IN5O4", "method": "ωB97M-V with the def2-TZVPD basis set", "e_homo_ev": -3.67, "de_lowest_ev": 3.933, "gap_ha": 0.2267, "energy_ha": -1192.28276, "charge": -1, "species": ["I", "C", "C", "C", "O", "C", "N", "H", "H", "H", "H", "H", "H", "H", "H", "H", "H", "H", "C", "C", "O", "H", "H", "H", "H", "H", "H", "C", "O", "N", "N", "H", "H", "H", "H", "C", "O", "N", "N", "H", "H", "H", "H"], "coordinates": [[-1.056, -0.846, -2.949], [0.092, 1.135, 3.809], [-0.401, 2.311, 2.897], [-0.884, 3.680, 3.512], [-1.321, 4.593, 2.473], [-2.267, 5.559, 2.986], [0.725, 2.454, 2.005], [0.293, 0.230, 3.236], [-0.731, 0.878, 4.476], [1.030, 1.240, 4.353], [-1.225, 1.893, 2.318], [-0.063, 4.191, 4.016], [-1.670, 3.447, 4.230], [-2.648, 6.255, 2.238], [-1.729, 6.234, 3.652], [-3.054, 5.041, 3.534], [0.504, 1.853, 1.224], [0.595, 3.379, 1.622], [0.898, -8.168, 1.186], [1.174, -6.658, 0.960], [0.303, -6.259, -0.093], [0.892, -8.570, 0.173], [-0.046, -8.381, 1.688], [1.741, -8.658, 1.673], [2.245, -6.510, 0.828], [0.916, -6.218, 1.923], [0.143, -5.321, 0.028], [-5.022, 4.315, -2.585], [-5.369, 5.456, -2.415], [-4.510, 3.613, -1.659], [-5.155, 3.644, -3.660], [-4.221, 2.689, -1.948], [-4.256, 4.059, -0.789], [-5.393, 4.212, -4.459], [-4.761, 2.736, -3.862], [5.253, -2.793, -4.318], [4.639, -3.725, -3.829], [4.767, -1.691, -4.767], [6.473, -2.861, -4.588], [5.311, -1.375, -5.558], [3.817, -1.489, -4.491], [6.913, -2.004, -4.892], [7.062, -3.572, -4.178]]}